Below is a structure of composition C19H28N6O4PbS, with properties calculated with ωB97M-V with the def2-TZVPD basis set.

The geometry in XYZ format:
```
59
Properties=species:S:1:pos:R:3
Pb -0.4596 -0.2226 -0.4311
S -0.7149 1.0236 1.9715
C 0.1038 2.3950 1.2519
C 0.3852 3.5595 1.9848
C 1.0060 4.6185 1.3604
C 1.3488 4.5221 0.0133
C 1.0498 3.3431 -0.6361
N 0.4517 2.3075 -0.0414
H 0.1068 3.6019 3.0296
H 1.2283 5.5212 1.9170
H 1.8355 5.3336 -0.5096
H 1.2921 3.2118 -1.6855
N 1.1435 0.5022 -3.0619
C 1.7154 -0.7281 -3.6324
C 2.1589 -1.7228 -2.5711
C 3.4040 -1.3336 -1.7687
C 3.2189 -0.2312 -0.7390
N 2.0918 -0.5357 0.1426
H 0.5612 0.9750 -3.7398
H 1.8680 1.1515 -2.7912
H 2.5609 -0.5275 -4.3041
H 0.9397 -1.1983 -4.2375
H 2.3768 -2.6617 -3.0863
H 1.3254 -1.9330 -1.8945
H 4.2030 -1.0319 -2.4537
H 3.7682 -2.2209 -1.2412
H 3.0381 0.7367 -1.2063
H 4.1499 -0.1315 -0.1745
H 2.1905 -0.0419 1.0241
H 2.0491 -1.5291 0.3655
O -2.5303 -6.0765 0.8430
C -3.5875 -5.3514 0.5411
O -4.6925 -5.8184 0.3924
C -3.3661 -3.8893 0.3427
C -4.3917 -3.0225 0.0487
N -3.8431 -1.8028 -0.0856
N -2.5171 -1.8201 0.0989
C -2.2069 -3.0793 0.3519
C -0.7583 -3.4276 0.5901
O -0.5158 -4.5862 0.9537
O 0.0896 -2.5094 0.3862
H -1.7017 -5.5086 0.8731
H -5.4460 -3.2143 -0.0642
H -4.2903 -0.9350 -0.3272
C -4.9123 2.4421 1.0838
C -4.0580 3.1892 0.0510
C -3.0355 4.0823 0.7674
C -4.9353 4.0126 -0.8962
C -3.3207 2.1831 -0.7418
N -2.7538 1.3888 -1.3494
H -5.4043 3.1694 1.7313
H -4.2896 1.7940 1.7022
H -5.6826 1.8417 0.5968
H -3.5692 4.8676 1.3050
H -2.3513 4.5489 0.0563
H -2.4513 3.4986 1.4785
H -5.5011 4.7372 -0.3085
H -5.6394 3.3797 -1.4368
H -4.3273 4.5550 -1.6206
```

## Properties
* electronic energy: -1961.45740 Eh
* charge: 0
* gap between HOMO and LUMO: 8.5 eV
* HOMO: -8.2 eV
* ΔE to the lowest compared entry with this formula, charge and spin: 0.000 eV
* multiplicity: 1

Atomic partial charges in e from the Löwdin method, atoms 1 to 4:
1. Pb 1.20
2. S 0.48
3. C -0.82
4. C -0.12